[1]
# C6H8O2Si

An isolated molecule of C6H8O2Si at a distorted geometry (ωB97M-V with the def2-TZVPD basis set, OMol25).

Each line ends with the Mulliken charge.
CARTESIAN COORDINATES (ANGSTROEM)
O 3.2515 -0.3963 0.7944  -0.448
Si 2.4251 0.4430 -0.3189  0.541
C 0.2339 0.2466 0.1832  -0.126
C -0.6232 1.3200 0.2949  -0.331
C -1.9932 1.1206 0.3983  -0.598
C -2.5027 -0.1642 0.3738  -0.521
C -1.6499 -1.2518 0.2723  -0.702
C -0.2818 -1.0422 0.1736  0.995
O 0.6016 -2.0877 0.0527  -0.492
H 2.9943 -1.2953 1.0018  0.342
H 2.5705 -0.0953 -1.6637  -0.098
H 2.8374 1.8149 -0.0845  -0.150
H -0.2244 2.3238 0.2917  0.339
H -2.6584 1.9687 0.4733  0.357
H -3.5699 -0.3253 0.4234  0.365
H -2.0530 -2.2572 0.2455  0.243
H 0.1099 -2.9146 -0.0145  0.285

Cartesian forces (eV/Å) of the 2 atoms listed first:
0.59 -0.31 0.41
-3.68 -0.51 1.28

Results
HOMO level   -8.64 eV
SMILES   O[SiH2]c1ccccc1O
Lowest unoccupied orbital energy   0.62 eV
Frontier orbital gap   9.254 eV

---

[2]
# C18H58BN14O10Pd

A structure of composition C18H58BN14O10Pd at a distorted geometry (ωB97M-V with the def2-TZVPD basis set, OMol25).

Each line ends with the Mulliken charge.
CARTESIAN COORDINATES (ANGSTROEM)
Pd -20.6041 7.0414 8.9013  0.584
B -20.5192 4.8023 9.6778  2.739
H -20.2681 3.6515 9.8229  -1.011
H -20.6313 5.0665 8.5369  -0.200
H -21.5341 5.1527 10.2144  -0.466
H -19.6743 5.4007 10.2769  -0.342
C -27.8451 7.9651 10.8115  -0.980
O -26.9252 8.7681 11.5293  -0.410
C -27.4416 9.0579 12.8322  -0.536
C -26.4538 9.6545 13.8290  -0.911
N -25.1159 9.0825 13.9920  -0.305
C -25.2394 7.8921 14.8789  -0.392
C -23.8942 7.2223 14.9921  -0.510
O -23.8879 6.3154 16.0645  -0.359
C -22.6354 5.7275 16.2587  -0.651
H -28.0027 6.9863 11.2760  0.409
H -27.4402 7.7745 9.8164  0.331
H -28.8014 8.4747 10.6755  0.304
H -27.8504 8.1319 13.2544  0.419
H -28.2569 9.7808 12.7404  0.357
H -26.8990 9.7610 14.8172  0.435
H -26.3081 10.6945 13.5070  0.391
H -24.8456 8.6842 13.0963  0.216
H -25.9045 7.1751 14.3771  0.179
H -25.6466 8.2130 15.8347  0.401
H -23.0991 7.9716 15.1012  0.384
H -23.7058 6.6313 14.0776  0.226
H -21.9015 6.4864 16.5500  0.288
H -22.3092 5.2591 15.3189  0.238
H -22.7073 4.9527 17.0093  0.270
C -21.3035 1.4723 11.2298  -0.614
O -21.2340 0.2271 11.8806  -0.367
C -21.2647 0.2996 13.2779  -0.513
C -20.7899 -0.9964 13.9003  -0.735
N -21.6693 -2.0653 13.4387  -0.380
C -21.0117 -3.3752 13.5963  -0.759
C -21.9594 -4.4610 13.1293  -0.503
O -22.2076 -4.2527 11.7423  -0.267
C -22.6759 -5.4198 11.1342  -0.770
H -20.9257 1.3478 10.2228  0.242
H -20.6967 2.2645 11.6987  0.186
H -22.3124 1.8798 11.3808  0.345
H -22.2970 0.4871 13.6093  0.287
H -20.6860 1.1466 13.6743  0.459
H -20.7634 -0.8749 14.9880  0.358
H -19.7200 -1.1279 13.6599  0.345
H -21.7306 -1.9121 12.4336  0.344
H -20.8029 -3.5181 14.6615  0.391
H -20.0416 -3.3905 13.0832  0.368
H -22.8920 -4.4234 13.6959  0.319
H -21.3930 -5.3956 13.2399  0.399
H -21.9595 -6.2550 11.1089  0.294
H -22.8981 -5.2316 10.0853  0.246
H -23.5567 -5.8086 11.6586  0.303
C -19.3862 2.3598 6.2631  0.576
O -19.9781 3.2157 5.5797  -0.782
N -19.2153 2.4432 7.6200  -0.096
N -18.8061 1.2733 5.6589  -0.447
H -19.7756 2.9912 8.2561  -0.088
H -18.6263 1.7322 8.0158  0.219
H -18.6055 1.3323 4.6776  0.252
H -18.2551 0.6309 6.1983  0.170
C -19.8660 8.5539 11.8073  0.528
O -19.8863 7.9286 10.7376  -0.597
N -19.4116 7.9659 12.9654  -0.434
N -20.4021 9.8007 11.9408  -0.430
H -19.0647 7.0264 12.8464  0.237
H -18.9135 8.5366 13.6278  0.229
H -20.4584 10.3070 12.8020  0.186
H -20.7336 10.2228 11.0926  0.184
C -16.6913 3.8558 10.2405  0.455
O -15.5497 3.4458 10.2920  -0.649
N -16.9939 5.1519 9.8011  -0.122
N -17.7708 3.2506 10.8263  -0.143
H -16.2831 5.8411 9.6528  0.263
H -17.7490 5.1530 9.1293  -0.196
H -18.6806 3.6833 10.7281  -0.090
H -17.5738 2.3631 11.2524  0.176
C -22.0666 6.4348 5.8405  0.435
O -21.5840 6.3880 6.9839  -0.522
N -23.1753 7.1938 5.5476  -0.421
N -21.5987 5.6628 4.8197  -0.318
H -23.5910 7.0379 4.6493  0.169
H -23.6965 7.6701 6.2564  0.197
H -20.9095 4.9755 5.1033  0.196
H -22.0011 5.6088 3.9065  0.207
C -18.1860 6.6769 6.8175  0.580
O -18.7214 6.8291 7.9282  -0.385
N -18.4137 5.6175 5.9968  -0.017
N -17.2683 7.5850 6.3566  -0.445
H -17.9922 5.6693 5.0905  0.188
H -19.0710 4.8819 6.2379  -0.122
H -16.7002 7.3740 5.5601  0.156
H -17.0581 8.3915 6.9133  0.254
C -23.7878 7.5724 10.0448  0.363
O -22.6743 7.5398 9.4825  -0.494
N -24.2926 8.7242 10.5869  -0.076
N -24.6088 6.4627 10.1171  -0.257
H -25.2676 8.7442 10.9231  0.249
H -23.8324 9.5994 10.4291  0.185
H -25.3903 6.6038 10.7350  0.180
H -24.1675 5.5690 9.9810  0.220

Cartesian forces (eV/Å) of the 2 atoms listed first:
-0.77 -0.53 -0.69
-0.43 0.41 1.93

Results
HOMO level (spin up / spin down)   -10.18 / -10.18 eV
Lowest unoccupied orbital energy (spin up / spin down)   -2.00 / -4.19 eV
Spin multiplicity   3
Frontier orbital gap (spin up / spin down)   8.188 / 5.999 eV
Charge   +1

---

[3]
# C18H50N2O7

A cluster of 7 separate species, C18H50N2O7 in total at a distorted geometry (ωB97M-V with the def2-TZVPD basis set, OMol25).

Each line ends with the Mulliken charge.
CARTESIAN COORDINATES (ANGSTROEM)
C -0.7999 2.5821 -0.1008  -1.856
C -0.4163 3.0015 1.3256  1.982
C 0.1862 1.7372 2.0159  -1.712
C 0.7763 4.0210 1.1550  -1.494
C 1.2934 4.6597 2.4206  -0.481
C 0.0063 5.4297 2.8432  -1.284
C -1.2863 4.6761 3.1697  1.600
C -1.1213 3.9843 4.5669  -1.710
C -2.5099 5.6667 3.2888  -1.824
N -1.5205 3.6575 2.0520  -0.028
O -2.6069 2.8402 2.2736  -0.423
H -1.3886 3.4010 -0.5143  0.476
H 0.0500 2.1928 -0.6614  0.316
H -1.4906 1.7467 0.0132  0.344
H -0.5895 0.9738 1.9556  0.422
H 1.1203 1.4035 1.5640  0.352
H 0.4359 1.8824 3.0669  0.258
H 1.6262 3.4572 0.7704  0.435
H 0.5994 4.8914 0.5233  0.357
H 1.7282 3.9925 3.1648  0.319
H 2.0698 5.3071 2.0129  0.354
H -0.1876 6.1064 2.0109  0.425
H 0.3949 6.0583 3.6444  0.433
H -2.0453 3.5794 4.9796  0.480
H -0.8098 4.6270 5.3903  0.398
H -0.3212 3.2469 4.5019  0.343
H -2.5730 6.4342 2.5174  0.361
H -2.4277 6.2269 4.2202  0.409
H -3.4466 5.1093 3.2806  0.369
H -2.3151 2.3405 3.0397  0.378
C -4.4422 -1.0300 -1.0484  -0.756
O -3.3330 -1.9602 -0.9953  -0.268
C -3.2133 -2.5204 0.2334  -0.764
C -1.9969 -3.4985 0.2268  1.151
C -2.0968 -4.5798 -0.9055  -1.415
N -1.6384 -4.0818 1.5609  -0.642
H -4.5942 -0.6228 -2.0480  0.272
H -4.2987 -0.2113 -0.3434  0.264
H -5.3983 -1.5009 -0.8199  0.317
H -3.0766 -1.7485 0.9907  0.356
H -4.1312 -3.0788 0.4167  0.317
H -1.2189 -2.7750 -0.0169  -0.560
H -2.1663 -4.1157 -1.8893  0.342
H -3.0041 -5.1676 -0.7658  0.421
H -1.3366 -5.3537 -1.0120  0.342
H -2.2083 -4.9153 1.5371  0.290
H -0.6476 -4.2507 1.6610  0.411
C 1.7670 -3.3247 1.6059  -0.444
O 0.9772 -4.5285 1.8111  -0.579
H 1.7012 -2.8612 0.6215  -0.003
H 1.4229 -2.5360 2.2750  0.351
H 2.8011 -3.5910 1.8241  0.371
H 1.1940 -5.0002 2.6187  0.273
C 4.9975 -1.2514 -4.1855  -0.654
O 3.7100 -1.7875 -4.5541  -0.557
H 5.6367 -1.9682 -3.6701  0.250
H 5.5622 -0.9415 -5.0648  0.263
H 4.8473 -0.3623 -3.5731  0.250
H 3.2063 -1.7802 -3.7369  0.599
C 0.4078 0.9903 -5.1207  -0.325
O 1.7986 1.4049 -4.9863  -0.503
H -0.1832 1.7792 -5.5861  0.296
H 0.3407 -0.0129 -5.5416  0.288
H 0.0673 1.0187 -4.0856  -0.019
H 2.2875 1.0639 -5.7388  0.289
C 2.9893 -5.2307 -1.4756  -0.683
O 1.6875 -4.7107 -1.8303  -0.494
H 2.7006 -6.0873 -0.8664  0.349
H 3.4531 -5.6794 -2.3540  0.289
H 3.5057 -4.4947 -0.8595  0.245
H 1.1531 -5.4879 -2.0092  0.289
C 1.1940 -1.1238 -2.1839  -0.025
O 2.4279 -1.8323 -2.3188  -0.565
H 0.4933 -1.2513 -3.0090  0.152
H 0.6661 -1.4986 -1.3070  -0.139
H 1.2898 -0.0461 -2.0513  0.225
H 2.2683 -2.6908 -1.9200  0.137

Cartesian forces (eV/Å) of the 2 atoms listed first:
-1.34 -0.27 1.26
2.26 0.70 0.11

Results
HOMO level   -8.29 eV
SMILES   CC1(C)CCCC(C)(C)N1O.COC[C@H](C)N.CO.CO.CO.CO.CO
Lowest unoccupied orbital energy   0.45 eV
Frontier orbital gap   8.739 eV

---

[4]
# C16H36N5O8

A structure of composition C16H36N5O8 at a distorted geometry (ωB97M-V with the def2-TZVPD basis set, OMol25).

Each line ends with the Mulliken charge.
CARTESIAN COORDINATES (ANGSTROEM)
O -1.4542 -0.7585 0.3107  -0.471
C -0.4375 -0.7644 -0.4200  0.719
O 0.1973 -1.8067 -0.3137  -0.791
O -0.1297 0.2248 -1.1182  -0.810
H -0.9873 -1.5320 0.6353  0.351
C -4.6238 3.9304 -2.6846  -0.900
C -4.0844 5.3455 -2.4046  0.632
O -4.9238 6.3129 -2.3041  -0.677
N -2.7842 5.4568 -2.1790  -0.186
C -2.2000 6.7517 -1.6674  -0.847
H -3.8952 3.1465 -2.4776  0.331
H -4.8644 3.8490 -3.7446  0.242
H -5.5524 3.8031 -2.1282  0.255
H -2.2075 4.6359 -2.2958  0.255
H -1.1373 6.6287 -1.4584  0.350
H -2.6051 7.1089 -0.7207  0.266
H -2.1640 7.4894 -2.4691  0.279
C 6.0262 -4.5952 -2.7012  -0.851
C 5.5035 -4.0786 -3.9867  0.613
O 6.0397 -4.4294 -5.0217  -0.634
N 4.4138 -3.2747 -3.9529  -0.199
C 3.7789 -2.7464 -5.1300  -0.838
H 5.4282 -4.2803 -1.8461  0.298
H 7.0600 -4.2596 -2.6198  0.234
H 6.0198 -5.6845 -2.7416  0.245
H 3.9583 -3.0074 -3.0920  0.257
H 3.6201 -3.4936 -5.9074  0.256
H 4.4621 -1.9557 -5.4400  0.275
H 2.8256 -2.2389 -4.9823  0.343
C 4.1490 3.1295 1.5120  -1.013
C 4.7579 3.8975 0.3722  0.739
O 5.6143 4.7632 0.5877  -0.663
N 4.3582 3.6539 -0.8924  -0.210
C 4.8305 4.2577 -2.1241  -0.847
H 3.8622 2.1412 1.1527  0.337
H 3.2843 3.5418 2.0321  0.252
H 4.9304 2.8941 2.2345  0.286
H 3.5740 3.0297 -1.0174  0.222
H 5.7566 4.8232 -2.0213  0.317
H 4.0993 5.0269 -2.3730  0.289
H 4.9967 3.5067 -2.8964  0.291
C 0.6466 -5.4418 4.3239  -1.035
C 0.0180 -6.7021 3.7886  0.695
O -0.4507 -7.5170 4.5272  -0.616
N 0.0288 -6.8355 2.4369  -0.209
C -0.5188 -7.9096 1.6460  -0.848
H -0.1390 -4.6863 4.3075  0.256
H 1.4924 -5.0995 3.7276  0.325
H 0.9947 -5.5738 5.3483  0.300
H 0.2236 -6.0455 1.8385  0.247
H -1.0280 -8.6894 2.2125  0.307
H 0.3502 -8.4504 1.2713  0.277
H -1.2021 -7.4756 0.9160  0.301
C -6.7503 0.1235 2.7903  -1.010
C -6.2461 1.1459 3.7683  0.679
O -6.7279 1.2153 4.8552  -0.608
N -5.3091 2.0558 3.3421  -0.191
C -4.9667 3.2700 4.1208  -0.842
H -6.7895 0.5244 1.7775  0.315
H -7.7923 -0.0892 3.0291  0.290
H -6.1668 -0.7968 2.7652  0.261
H -4.8108 1.8968 2.4781  0.207
H -4.7411 4.1094 3.4631  0.279
H -4.0232 2.9859 4.5870  0.314
H -5.5883 3.5420 4.9738  0.306

Cartesian forces (eV/Å) of the 2 atoms listed first:
-5.37 1.26 3.43
4.49 4.52 -5.94

Results
HOMO level   -4.71 eV
Lowest unoccupied orbital energy   2.12 eV
Frontier orbital gap   6.838 eV
Charge   -1

---

Computed values of E (unit: hartree) for the preceding records, in sequence: -673.41558 -2392.18858 -1351.77088 -1507.03348.